# 1
Computed, not measured: a gas-phase ion, C6H8N3O3S (charge -1) at a distorted geometry, with ωB97M-V/def2-TZVPD.

Last column: natural (NBO) charge in e.
Positions of all 21 atoms, in Å:
C: -1.771 -0.899 -1.253  -0.33
C: -1.187 -0.113 1.087  -0.18
C: -0.757 -0.611 -1.910  -0.14
C: 0.086 0.356 0.833  -0.25
C: -1.696 -1.235 0.356  -0.47
C: 1.176 -0.148 0.036  -0.14
N: 3.438 2.503 0.003  -0.48
N: 2.297 1.945 0.166  -0.02
N: 2.253 0.656 -0.167  -0.40
O: 1.737 -2.123 1.374  -1.00
O: 0.813 -2.711 -0.738  -0.99
O: 3.094 -1.605 -0.590  -1.03
S: 1.725 -1.818 -0.012  2.39
H: -2.816 -0.991 -1.555  0.21
H: -1.955 0.580 1.504  0.19
H: 0.283 -0.257 -2.237  0.25
H: 0.370 1.334 1.223  0.21
H: -2.668 -1.305 0.744  0.19
H: -1.211 -2.150 0.243  0.27
H: 3.362 3.588 0.109  0.31
H: 3.009 0.092 -0.457  0.43

Computed properties:
E_HOMO (spin up / spin down), eV: -3.5 / -4.1
Calculated total energy, eV: -27794.4204
Gap between HOMO and LUMO (spin up / spin down), eV: 6.7 / 7.2
Multiplicity: 1
Energy above the lowest of the compared OMol25 structures with the same formula, charge and spin, kJ/mol: 487.1
Charge: -1

---

# 2
Computed, not measured: 10 unconnected molecules or ions with the total composition C23H53F9N20O11S at a distorted geometry, with ωB97M-V/def2-TZVPD.

Last column: Löwdin charge in e.
Positions of all 117 atoms, in Å:
C: -2.718 -3.515 -0.827  -0.16
N: -2.413 -2.038 -0.980  -0.11
C: -2.041 -1.686 -2.403  -0.16
C: -0.391 -1.541 -2.633  -0.43
N: 0.207 -2.921 -2.436  0.08
O: -0.229 -0.984 -3.984  -0.04
C: 0.800 0.065 -4.043  -0.21
O: 0.351 1.347 -3.975  -0.03
C: 2.401 -0.220 -4.242  -0.07
C: 2.754 -1.329 -5.407  -0.06
C: 3.547 -2.667 -4.857  -0.19
F: 2.861 -3.819 -5.565  -0.02
F: 3.266 -2.963 -3.401  -0.01
C: 5.106 -2.795 -5.286  -0.23
F: 5.610 -4.126 -4.791  0.02
F: 5.169 -2.880 -6.787  0.01
S: 6.287 -1.484 -4.747  1.08
F: 7.380 -2.022 -6.002  -0.20
F: 5.709 -0.289 -5.825  -0.18
F: 5.361 -0.944 -3.423  -0.17
F: 7.023 -2.641 -3.665  -0.20
F: 7.510 -0.383 -4.268  -0.18
C: 0.148 -0.590 -1.412  -0.07
C: 1.586 -0.947 -0.637  -0.01
C: 2.160 -0.040 0.643  -0.06
C: 1.339 1.284 1.248  -0.06
C: -0.085 1.648 0.465  -0.06
C: -0.648 0.738 -0.808  -0.01
H: -2.772 -4.091 -1.845  0.06
H: -3.752 -3.596 -0.266  0.10
H: -1.866 -3.969 -0.153  0.06
H: -3.234 -1.446 -0.714  0.10
H: -2.473 -0.606 -2.656  0.13
H: -2.418 -2.436 -3.218  0.13
H: -0.453 -3.575 -2.934  0.08
H: 0.031 -3.133 -1.408  0.07
H: 2.862 -0.445 -3.191  0.11
H: 2.898 0.802 -4.610  0.14
H: 3.275 -0.844 -6.365  0.14
H: 1.692 -1.695 -5.815  0.15
H: 2.260 -1.883 -0.936  0.09
H: 3.171 -0.301 1.216  0.06
H: 1.727 1.909 2.178  0.08
H: -0.744 2.547 0.832  0.07
H: -1.676 1.043 -1.280  0.08
N: 0.097 4.213 -2.759  0.18
C: 0.990 5.207 -2.601  -0.71
N: 2.202 4.958 -3.130  0.15
O: 0.723 6.249 -2.025  0.01
H: 0.298 3.348 -3.231  0.05
H: -0.827 4.360 -2.376  0.11
H: 2.904 5.680 -3.033  0.11
H: 2.441 4.106 -3.609  0.09
N: -3.464 -7.388 -2.616  0.15
C: -4.480 -6.646 -2.141  -0.70
N: -5.658 -7.292 -2.070  0.16
O: -4.345 -5.481 -1.803  0.00
H: -3.556 -8.349 -2.900  0.10
H: -2.560 -6.940 -2.687  0.11
H: -6.449 -6.769 -1.717  0.07
H: -5.789 -8.251 -2.344  0.10
N: -10.152 -7.764 0.519  0.15
C: -9.337 -6.922 -0.141  -0.70
N: -9.818 -5.674 -0.283  0.15
O: -8.248 -7.263 -0.576  0.02
H: -11.052 -7.501 0.884  0.10
H: -9.828 -8.713 0.647  0.11
H: -9.235 -5.008 -0.774  0.12
H: -10.711 -5.374 0.069  0.10
N: -4.046 6.487 -1.196  0.15
C: -2.969 6.110 -0.483  -0.73
N: -1.837 6.771 -0.790  0.15
O: -3.014 5.241 0.373  0.01
H: -4.028 7.200 -1.904  0.10
H: -4.918 6.014 -0.996  0.11
H: -1.003 6.518 -0.277  0.10
H: -1.780 7.490 -1.491  0.11
N: -1.391 -3.691 2.778  0.16
C: -0.266 -3.145 2.282  -0.70
N: 0.590 -2.687 3.213  0.17
O: -0.040 -3.072 1.085  0.01
H: -1.595 -3.761 3.761  0.10
H: -2.062 -4.049 2.111  0.09
H: 1.449 -2.268 2.883  0.10
H: 0.421 -2.738 4.204  0.07
N: 5.325 2.313 0.475  0.17
C: 5.336 1.419 1.480  -0.69
N: 6.556 1.157 1.982  0.15
O: 4.320 0.888 1.902  -0.03
H: 6.151 2.761 0.113  0.10
H: 4.427 2.539 0.068  0.11
H: 6.608 0.489 2.740  0.11
H: 7.403 1.584 1.647  0.10
N: -0.163 -1.295 8.262  0.16
C: 0.245 -0.941 7.030  -0.74
N: -0.133 0.292 6.648  0.16
O: 0.906 -1.679 6.316  0.01
H: -0.708 -0.701 8.864  0.10
H: 0.100 -2.215 8.588  0.11
H: 0.154 0.597 5.728  0.12
H: -0.677 0.914 7.222  0.11
N: -0.915 11.424 1.971  0.14
C: -0.778 10.320 1.215  -0.73
N: -1.456 9.248 1.664  0.16
O: -0.095 10.293 0.203  0.02
H: -1.473 11.466 2.807  0.09
H: -0.422 12.254 1.668  0.11
H: -1.380 8.396 1.124  0.08
H: -2.023 9.251 2.494  0.10
N: 4.308 2.807 8.025  0.15
C: 3.214 2.103 8.368  -0.72
N: 3.084 0.926 7.729  0.16
O: 2.406 2.499 9.192  0.01
H: 4.985 2.497 7.348  0.10
H: 4.444 3.699 8.483  0.11
H: 2.274 0.365 7.958  0.08
H: 3.739 0.583 7.047  0.10

Computed properties:
E_HOMO, eV: -7.4
Calculated total energy, eV: -112319.5415
Gap between HOMO and LUMO, eV: 5.0
Multiplicity: 1
SMILES: CNC[C@@](N)(OC(=O)CCC(F)(F)C(F)(F)S(F)(F)(F)(F)F)c1ccccc1.NC(N)=O.NC(N)=O.NC(N)=O.NC(N)=O.NC(N)=O.NC(N)=O.NC(N)=O.NC(N)=O.NC(N)=O

---

# 3
Computed, not measured: 3 unconnected molecules or ions with the total composition C4H11NOS at a distorted geometry, with ωB97M-V/def2-TZVPD.

Last column: natural (NBO) charge in e.
Positions of all 18 atoms, in Å:
C: 2.295 -1.078 -0.237  -0.77
C: -1.841 -1.818 -0.732  -0.05
C: -2.298 -0.374 0.898  -0.42
C: 0.281 2.524 0.001  -0.85
N: -2.092 -1.741 0.481  -0.38
O: 4.818 -0.744 -0.632  -0.89
S: 3.708 -0.314 0.187  1.20
H: 2.330 -2.120 -0.659  0.25
H: 1.554 -0.876 0.514  0.22
H: -1.734 -2.771 -1.225  0.17
H: -1.771 -0.947 -1.439  0.13
H: -0.357 3.201 0.332  0.21
H: -1.454 -0.035 1.673  0.19
H: -2.177 0.327 0.068  0.17
H: -3.158 -0.190 1.372  0.20
H: 0.236 1.570 0.419  0.20
H: 0.379 2.473 -1.088  0.22
H: 1.281 2.914 0.066  0.22

Computed properties:
E_HOMO, eV: -9.8
Calculated total energy, eV: -18695.4312
Gap between HOMO and LUMO, eV: 9.3
Multiplicity: 1
Energy above the lowest of the compared OMol25 structures with the same formula, charge and spin, kJ/mol: 433.0